{"formula": "C47H74N6O10P2", "method": "wB97M-V/def2-TZVPD", "total_energy_ev": -97937.728, "lumo_energy_ha": -0.0151, "smiles": "[H]/N=C(\\N)NCCCCc1cc(CCCCN/C(N)=N/[H])c2c(c1CCc1ccccc1)C(=O)c1cccc(CCC)c1C2=O.CCOP(=O)(OCC)OCC.CCOP(=O)(OCC)OCC", "homo_ev": -8.8, "symbols": ["P", "P", "O", "O", "O", "O", "O", "O", "O", "O", "O", "O", "N", "N", "N", "N", "N", "N", "C", "C", "C", "C", "C", "C", "C", "C", "C", "C", "C", "C", "C", "C", "C", "C", "C", "C", "C", "C", "C", "C", "C", "C", "C", "C", "C", "C", "C", "C", "C", "C", "C", "C", "C", "C", "C", "C", "C", "C", "C", "C", "C", "C", "C", "C", "C", "H", "H", "H", "H", "H", "H", "H", "H", "H", "H", "H", "H", "H", "H", "H", "H", "H", "H", "H", "H", "H", "H", "H", "H", "H", "H", "H", "H", "H", "H", "H", "H", "H", "H", "H", "H", "H", "H", "H", "H", "H", "H", "H", "H", "H", "H", "H", "H", "H", "H", "H", "H", "H", "H", "H", "H", "H", "H", "H", "H", "H", "H", "H", "H", "H", "H", "H", "H", "H", "H", "H", "H", "H", "H"], "xyz": [[6.780, 4.412, 3.900], [-1.613, -6.286, -3.092], [-0.874, -5.116, -3.938], [8.216, 4.149, 4.529], [6.906, 5.969, 3.460], [-1.310, -7.564, -3.984], [-4.733, 0.782, -2.902], [-5.560, -2.591, 0.428], [7.202, 3.669, 2.527], [-3.119, -6.178, -3.683], [-1.727, -5.813, -1.698], [5.342, 4.118, 4.057], [2.273, 0.080, -2.143], [3.302, -1.312, 3.111], [1.957, 0.544, -4.396], [2.289, 0.311, 4.489], [3.546, 0.957, 2.583], [1.787, 2.313, -2.739], [1.949, -1.307, 0.962], [-0.842, 0.805, 2.893], [-5.088, -1.501, 0.187], [2.341, -2.020, 2.259], [-5.596, 5.439, -1.841], [0.203, -4.373, -3.366], [3.058, 0.055, 3.336], [-3.092, 1.535, 2.678], [-7.679, 1.001, 1.235], [-4.633, 0.436, -1.741], [-3.504, 0.215, 2.709], [2.008, 0.950, -3.028], [-1.744, 1.850, 2.749], [-2.158, -0.082, -1.663], [5.470, 3.551, 0.822], [1.240, -2.237, -0.023], [-0.410, -0.268, -4.422], [-2.883, -3.024, 1.419], [-5.399, 4.057, -1.183], [-6.502, 1.866, -0.722], [-1.312, -1.814, -0.163], [-3.455, -0.326, -1.224], [1.487, -5.171, -3.268], [-5.709, 0.711, -0.731], [-1.843, 0.979, -2.691], [-6.894, -0.143, 1.225], [-5.931, -0.264, 0.239], [9.125, 5.194, 6.539], [-7.471, 1.972, 0.267], [-2.620, -2.030, 0.317], [-1.765, 0.373, -4.109], [-1.263, -0.514, 2.927], [6.054, 6.957, 4.038], [-0.277, -7.732, -4.956], [-3.119, -2.268, 2.784], [6.284, 2.800, 1.855], [-2.609, -0.844, 2.811], [-4.420, -4.350, -2.797], [-0.176, -2.661, 0.387], [6.418, 7.287, 5.471], [-4.212, -5.847, -2.825], [-3.667, -1.303, -0.237], [0.890, -8.534, -4.408], [0.620, 0.724, -4.999], [9.151, 5.107, 5.023], [-1.125, -0.843, -1.131], [-6.350, 2.976, -1.733], [-5.097, -6.346, -3.223], [-2.031, -3.675, 1.582], [5.738, 8.036, 5.876], [-0.576, -1.047, -5.168], [-4.053, -6.240, -1.822], [-6.989, -0.946, 1.944], [1.416, -0.365, 1.123], [-6.462, 5.473, -2.500], [4.252, -1.470, 2.813], [1.423, -0.221, 4.476], [3.293, 1.886, 2.919], [-4.195, -2.182, 2.955], [1.999, 1.283, 4.500], [1.345, -6.065, -2.656], [-7.328, 3.461, -1.806], [0.609, -9.579, -4.277], [1.052, 2.667, -3.342], [5.010, 6.646, 3.972], [2.303, 0.501, -1.214], [-0.338, -3.667, -0.022], [-3.477, -3.825, -2.639], [2.895, -1.017, 0.490], [6.162, 7.848, 3.418], [-0.740, -8.289, -5.772], [8.105, 5.279, 6.911], [-0.120, -0.664, -1.491], [5.058, 4.474, 1.233], [-2.726, -2.843, 3.624], [-4.818, -3.998, -3.751], [9.026, 6.084, 4.561], [-3.819, 2.332, 2.582], [2.834, -2.944, 1.949], [6.096, 3.838, -0.025], [-4.353, 3.743, -1.205], [-5.115, -4.061, -2.006], [9.554, 4.295, 6.981], [-8.438, 1.099, 1.999], [-0.879, 1.434, -2.439], [0.356, -3.512, -4.019], [1.271, -1.850, -1.039], [-5.651, 4.172, -0.125], [-0.282, -2.771, 1.464], [6.363, 6.397, 6.103], [0.735, 0.481, -6.056], [1.201, -8.161, -3.433], [10.129, 4.744, 4.704], [-4.694, 5.774, -2.351], [7.434, 7.681, 5.535], [-2.009, 1.118, -4.870], [-2.534, -0.398, -4.166], [1.470, 2.429, -1.785], [-8.105, 2.852, 0.297], [0.209, 1.063, 2.952], [9.702, 6.053, 6.883], [-2.592, 1.768, -2.670], [1.825, -5.491, -4.255], [5.642, 2.293, 2.568], [0.262, 1.764, -4.975], [-5.777, 6.179, -1.059], [-6.056, 2.624, -2.715], [6.879, 2.030, 1.360], [2.590, 1.173, -4.886], [-1.402, 2.875, 2.696], [-0.500, -1.276, 3.041], [-4.564, 0.006, 2.641], [1.847, -3.150, -0.052], [1.469, -2.329, 2.845], [2.277, -4.569, -2.818], [4.651, 2.931, 0.455], [-3.742, -3.653, 1.223], [0.055, -0.747, -3.561], [-0.080, -3.983, -2.385], [1.738, -8.492, -5.091], [0.048, -6.786, -5.382]], "mulliken_charge": [0.991, 1.042, -0.451, -0.334, -0.320, -0.402, -0.592, -0.612, -0.393, -0.345, -0.683, -0.758, -0.373, -0.197, -0.340, -0.556, -0.429, -0.640, -0.152, -0.104, -0.607, -1.333, -1.225, 0.695, 0.033, -0.732, -1.063, -0.647, -0.127, 0.253, -1.021, 0.697, -0.950, -1.311, 0.474, -1.649, -0.048, 0.711, 1.015, 0.929, -1.244, -0.351, -0.823, -0.719, 0.993, -1.097, -0.647, -0.139, -1.171, 0.811, -0.337, -0.140, -1.405, -0.137, -0.581, -0.494, -1.195, -0.870, -0.538, 1.220, -1.109, -1.188, -0.167, 0.761, -1.116, 0.354, 0.605, 0.412, 0.573, 0.329, 0.541, 0.054, 0.338, 0.371, 0.278, 0.170, 0.308, 0.351, 0.201, 0.531, 0.353, 0.285, 0.287, 0.011, 0.424, -0.013, 0.653, 0.350, 0.382, 0.281, -0.976, 0.248, 0.590, 0.345, 0.270, 0.444, 0.553, 0.338, 0.214, 0.271, 0.353, 0.447, 0.227, 0.156, 0.541, 0.287, 0.674, 0.155, 0.403, 0.275, 0.351, 0.306, 0.243, 0.478, 0.427, 0.288, 0.419, 0.234, 0.332, 0.193, 0.361, 0.208, 0.379, 0.324, 0.405, 0.355, 0.312, 0.476, 0.283, 0.617, 0.549, 0.226, 0.429, 0.209, 0.747, -0.342, -0.379, 0.341, 0.221]}